Entry 1:
C47H93NO19PS9 | the ωB97M-V functional and the def2-TZVPD basis

HOMO level (alpha / beta) in eV: -8.1 / -8.1
Total energy in eV: -197431.9362
Orbital gap (alpha / beta) in eV: 8.568 / 8.479
Multiplicity: 2
Charge: 0
<S²>: 0.755

XYZ file:
```
170
C47H93NO19PS9 | the Open Molecules 2025 dataset | the ωB97M-V functional and the def2-TZVPD basis
S 2.174 -4.182 -10.237
S 10.485 4.976 -1.396
S -9.010 1.791 4.152
S 4.261 2.881 -0.979
S 1.796 -5.597 7.706
S -1.316 -2.563 -6.756
S -3.037 4.582 -1.118
S -2.767 2.375 4.741
S 3.764 -1.225 4.436
P -4.297 3.378 -2.034
O 10.047 3.898 -2.260
O 4.002 -0.733 3.094
O -5.783 -2.128 0.292
O -1.527 -3.968 -7.045
O 1.516 -5.446 6.294
O 3.385 -0.351 5.526
O 2.118 0.625 -1.698
O 0.489 -0.346 -3.289
O -2.266 -1.777 -5.996
O 3.673 3.858 -0.088
O -8.917 0.448 3.621
O 10.939 4.747 -0.040
O -8.448 2.937 3.465
O -2.836 1.655 5.997
O 3.147 -5.691 8.223
O 3.395 -3.508 -10.630
O -3.811 2.291 3.741
O 3.494 1.795 -1.555
O 0.926 -3.474 -10.045
N -5.375 -0.942 -0.194
C 0.929 -4.318 8.594
C -5.564 1.710 -0.063
C -7.203 -0.897 -2.128
C -10.888 1.644 5.963
C 6.505 3.976 -1.750
C -8.431 1.776 5.841
C -4.866 -2.094 -2.398
C 1.145 -1.622 -7.087
C -2.907 1.191 -0.636
C 3.400 -3.841 4.712
C 0.192 -0.788 -7.942
C -2.432 4.099 5.070
C -0.436 -4.922 8.886
C 6.907 2.667 -1.072
C 5.170 -2.192 4.951
C -10.718 2.131 4.532
C 11.714 5.952 -2.249
C 11.055 7.295 -2.558
C -4.979 0.213 2.031
C -1.848 0.862 -1.864
C -7.451 0.090 1.115
C -4.372 1.620 -1.232
C 1.803 -6.483 -9.055
C 5.730 2.218 -0.207
C 2.006 0.059 -0.343
C 2.499 -5.158 -8.783
C -0.167 -6.361 9.324
C -9.641 2.112 6.711
C 4.560 -3.419 5.612
C 1.882 -5.558 -11.338
C -5.872 0.233 0.617
C 0.830 -6.962 8.335
C 9.992 7.541 -1.489
C 2.605 -2.583 4.367
C -1.006 4.357 4.586
C -4.975 0.552 -2.360
C -0.719 3.368 3.458
C 0.744 0.527 -2.281
C 0.305 -2.347 -6.037
C -0.970 -1.710 -8.282
C 5.102 3.747 -2.290
C -0.376 1.556 -1.669
C 9.223 6.234 -1.363
C 3.112 -1.177 -0.169
C 2.115 -6.823 -10.512
C -5.627 -0.791 -1.677
C -1.206 2.017 3.960
H -1.347 1.287 3.161
H -0.883 5.393 4.257
H 12.574 6.072 -1.584
H 3.796 -4.290 3.793
H 1.656 -2.357 -7.721
H 1.498 -7.651 -10.876
H -9.694 3.197 6.866
H -1.276 3.658 2.560
H 5.119 3.093 -3.167
H 5.656 1.129 -0.161
H 0.267 -6.361 10.331
H 9.332 8.372 -1.756
H -5.441 -3.103 -2.122
H 0.725 -3.325 -5.790
H -3.965 3.340 -3.442
H 7.112 1.908 -1.837
H -4.908 -2.036 -3.581
H 0.345 3.341 3.202
H -7.633 2.514 5.959
H 0.850 -5.496 -11.692
H -2.535 4.291 6.141
H 5.798 -1.608 5.625
H -1.829 -0.302 -2.028
H -6.605 2.070 -0.519
H -5.622 3.965 -1.801
H -2.486 2.019 0.106
H 0.681 -0.409 -8.843
H 1.493 -7.683 8.820
H -2.952 0.194 0.015
H -10.867 3.213 4.464
H 4.180 -3.160 6.607
H -5.886 1.136 -2.865
H 8.571 6.076 -2.227
H -0.301 4.187 5.409
H 6.496 4.787 -1.011
H 2.134 0.860 0.508
H -3.936 0.740 1.917
H 11.795 8.101 -2.586
H 10.577 7.253 -3.545
H -1.859 -1.174 -8.620
H -7.274 -0.755 -3.310
H -4.222 0.316 -3.226
H -4.790 -0.887 2.397
H -11.804 2.035 6.415
H -2.329 1.337 -2.837
H -0.534 1.614 4.723
H 5.733 -2.467 4.054
H 2.571 -5.499 -12.185
H -5.573 0.793 2.876
H 3.164 -7.131 -10.598
H 2.173 -2.642 3.365
H 1.817 -2.394 5.101
H -0.167 0.071 -7.363
H 3.583 -5.292 -8.705
H 2.119 -4.647 -7.897
H -1.088 -6.951 9.363
H 0.719 -6.371 -8.926
H -0.346 2.533 -2.355
H -8.047 0.775 6.059
H 1.915 -1.002 -6.617
H -8.031 -0.777 0.554
H -5.232 2.452 0.811
H -10.941 0.548 5.983
H -0.139 1.899 -0.567
H 5.796 2.630 0.804
H 0.321 -7.434 7.490
H -7.700 -1.943 -1.908
H 10.476 7.785 -0.536
H -7.561 -0.104 2.264
H 0.195 -1.748 -5.129
H 2.564 -2.162 -0.483
H 7.203 4.251 -2.546
H 1.479 -4.121 9.520
H 5.296 -4.220 5.729
H -3.158 4.697 4.513
H 12.019 5.434 -3.162
H 0.953 -0.436 -0.209
H 4.016 -1.015 -0.895
H -0.970 -4.357 9.656
H 2.764 -4.590 5.195
H -9.561 1.644 7.697
H -0.675 -2.458 -9.024
H 0.877 -3.412 7.988
H -7.825 0.011 -1.669
H -1.050 -4.921 7.977
H 4.575 4.674 -2.523
H 7.815 2.783 -0.473
H 8.647 6.162 -0.439
H -3.782 -2.192 -1.967
H 2.146 -7.266 -8.373
H -11.368 1.616 3.822
H 3.493 -1.259 0.939
H -7.976 1.141 0.904
```

---

Entry 2:
C2H4N4O2 | the ωB97M-V functional and the def2-TZVPD basis

HOMO level in eV: -8.6
Total energy in eV: -12184.1993
Orbital gap in eV: 6.381
Multiplicity: 1
Charge: 0
Relative energy (zero: lowest compared OMol25 entry of this formula, charge and spin) in eV: 9.2883

XYZ file:
```
12
C2H4N4O2 | the Open Molecules 2025 dataset | the ωB97M-V functional and the def2-TZVPD basis
O -2.279 0.040 0.144
O 2.400 0.276 0.375
N 1.215 0.059 -0.240
N -0.900 -0.077 -0.371
N -0.098 2.190 -0.151
N 0.936 -1.239 -0.248
C -0.044 0.894 -0.124
C -0.287 -1.327 -0.189
H -0.921 -2.164 0.066
H -2.347 -1.177 1.257
H -1.057 2.413 -0.148
H 3.381 0.113 -0.372
```

---

Entry 3:
C5H12NS2 | the ωB97M-V functional and the def2-TZVPD basis

HOMO level in eV: -13.2
Total energy in eV: -28531.3243
Orbital gap in eV: 7.927
Multiplicity: 1
Charge: +1
Relative energy (zero: lowest compared OMol25 entry of this formula, charge and spin) in eV: 2.8494

XYZ file:
```
20
C5H12NS2 | the Open Molecules 2025 dataset | the ωB97M-V functional and the def2-TZVPD basis
S 0.564 -1.164 1.682
S 2.658 0.374 0.344
N -0.542 1.595 0.592
C -1.226 0.824 1.576
C -1.160 -0.745 1.319
C 1.740 -0.149 -2.108
C 0.666 -0.647 -1.152
C 1.171 -0.494 0.195
H 2.690 0.563 1.642
H 1.151 -0.314 -3.047
H 0.357 -1.662 -1.349
H -0.918 1.632 -0.445
H -0.102 2.498 0.877
H -2.235 1.090 1.673
H -0.109 0.058 -1.282
H -1.650 -1.019 0.463
H 1.746 0.933 -1.986
H -0.872 0.934 2.582
H -1.865 -1.265 2.151
H 2.685 -0.758 -2.046
```

---

Entry 4:
C5H11N3O2 | the ωB97M-V functional and the def2-TZVPD basis

HOMO level (alpha / beta) in eV: -8.9 / -8.9
Total energy in eV: -13921.7705
Orbital gap (alpha / beta) in eV: 7.846 / 7.843
Multiplicity: 1
Charge: 0
Relative energy (zero: lowest compared OMol25 entry of this formula, charge and spin) in eV: 7.9070

XYZ file:
```
21
C5H11N3O2 | the Open Molecules 2025 dataset | the ωB97M-V functional and the def2-TZVPD basis
O -1.152 1.870 -1.039
O 2.414 1.526 0.667
N 3.002 -0.441 0.023
N 0.890 0.374 -0.537
N 2.107 0.480 0.143
C 0.582 -0.949 -0.972
C -0.967 0.502 0.895
C -0.351 -1.717 -0.008
C -1.587 -0.735 0.333
C -1.315 1.763 0.301
H 0.038 -0.741 -1.917
H 3.939 -0.038 0.481
H -0.869 2.611 0.760
H -0.527 1.221 -1.272
H -2.220 -0.693 -0.593
H 1.466 -1.550 -1.103
H -2.411 1.839 0.419
H 0.046 -1.953 0.942
H -0.483 0.450 1.845
H -1.993 -1.272 1.143
H -0.610 -2.546 -0.511
```

---

Entry 5:
C12H15BCl2N6O2Pd | the ωB97M-V functional and the def2-TZVPD basis

HOMO level (alpha / beta) in eV: -8.8 / -9.2
Total energy in eV: -54924.5457
Orbital gap (alpha / beta) in eV: 9.382 / 8.194
Multiplicity: 3
Charge: 0
Relative energy (zero: lowest compared OMol25 entry of this formula, charge and spin) in eV: 0.0000
<S²>: 2.005

XYZ file:
```
39
C12H15BCl2N6O2Pd | the Open Molecules 2025 dataset | the ωB97M-V functional and the def2-TZVPD basis
Pd -0.588 -0.268 0.590
Cl 1.841 -1.333 4.960
Cl 2.531 1.429 4.300
O 0.936 -0.403 2.118
O -0.816 0.618 3.112
N 0.020 1.656 -0.058
N -0.783 0.224 -2.464
N -1.453 -0.260 -1.325
N 1.459 -0.325 -1.730
N 1.126 -0.801 -0.472
N 0.479 1.964 -1.331
C 2.896 -1.930 -1.207
C 2.009 -1.741 -0.130
C -0.075 2.787 0.640
C 1.169 0.255 4.428
C -1.556 0.072 -3.543
C -2.219 -2.776 2.356
C 0.287 3.863 -0.193
C 0.354 0.151 3.109
C -2.745 -0.519 -3.144
C 2.498 -1.038 -2.201
C 0.597 3.301 -1.434
C -2.644 -0.708 -1.753
B 0.636 0.821 -2.369
H -3.324 -1.124 -1.026
H -2.613 -2.905 3.378
H 0.314 4.897 0.093
H 1.095 1.182 -3.383
H 1.971 -2.170 0.856
H 2.875 -0.855 -3.203
H -1.169 0.412 -4.494
H 0.473 0.616 5.202
H -1.970 -1.709 2.163
H -1.265 -3.317 2.242
H -0.398 2.719 1.673
H -3.567 -0.772 -3.783
H 0.880 3.740 -2.391
H 3.711 -2.618 -1.224
H -2.972 -3.138 1.637
```

---

Entry 6:
C18H44F6N4O10S2 | the ωB97M-V functional and the def2-TZVPD basis

HOMO level in eV: -12.4
Total energy in eV: -83750.8478
Orbital gap in eV: 6.348
Multiplicity: 1
Charge: +2

XYZ file:
```
84
C18H44F6N4O10S2 | the Open Molecules 2025 dataset | the ωB97M-V functional and the def2-TZVPD basis
S 0.607 -0.142 -0.667
S -4.823 -2.565 -0.647
F -1.569 -0.029 1.146
F -5.104 -0.158 0.612
F -1.943 0.536 -0.941
F -4.323 -0.026 -1.418
F -3.033 -0.580 0.269
F -1.635 -1.474 -0.424
O -3.757 2.198 2.714
O 5.455 -0.191 -0.875
O 1.685 -3.826 -0.183
O 1.267 -1.031 0.290
O -3.617 -3.161 -1.241
O 0.982 1.260 -0.464
O 2.894 0.302 3.599
O -5.189 -3.100 0.675
O 0.598 -0.591 -2.037
O -5.964 -2.542 -1.576
N 3.560 -1.204 -2.694
N -2.843 3.229 -0.118
N -0.046 -2.998 1.322
N 1.222 1.933 3.369
C -0.113 1.193 3.644
C 3.250 -1.149 -1.111
C 0.948 -3.499 2.411
C -1.977 2.968 1.156
C 0.542 -3.343 -0.035
C 4.148 -0.155 -0.362
C -2.516 1.883 2.214
C -4.259 -0.663 -0.287
C 3.689 0.250 -3.385
C 4.689 -2.153 -3.007
C 2.251 0.975 2.810
C -3.978 4.216 0.161
C 2.301 -1.918 -3.240
C 2.247 0.849 1.339
C -1.825 3.873 -1.148
C -1.281 -0.239 -0.134
C -0.461 -3.176 -1.199
C -3.428 1.933 -0.768
H -4.344 4.447 -0.839
H 3.836 0.879 -0.504
H -1.522 3.854 1.598
H 0.992 2.760 2.837
H 2.648 1.757 0.889
H 2.373 -2.127 -4.307
H -3.422 5.056 0.576
H -0.580 1.723 4.474
H 0.438 -3.798 3.327
H -0.728 1.171 2.745
H -1.342 -2.727 -0.741
H -1.316 4.791 -0.852
H 2.194 -2.891 -2.760
H -2.467 4.204 -1.964
H 3.366 -2.090 -0.575
H 1.464 2.411 4.225
H -4.723 3.950 0.911
H 4.676 0.601 -3.086
H 2.225 -0.844 -0.903
H 2.820 0.774 -2.986
H 4.665 -2.381 -4.073
H 3.571 0.094 -4.458
H -2.308 0.863 1.889
H -1.063 2.521 0.766
H -3.822 3.150 2.812
H -0.808 -4.164 -1.502
H 4.688 -3.066 -2.412
H -4.084 1.456 -0.040
H 0.076 0.132 3.808
H 5.897 -0.953 -0.494
H 2.948 0.030 1.178
H -0.237 -2.011 1.417
H 4.207 -0.323 0.714
H 1.463 -1.226 -3.170
H 5.524 -1.457 -2.932
H 1.494 -2.646 2.813
H -1.172 3.027 -1.363
H -0.010 -2.603 -2.009
H -2.645 1.202 -0.971
H -3.868 2.129 -1.746
H -1.752 1.818 2.988
H -0.868 -3.514 1.602
H 1.665 -4.302 2.239
H 1.202 0.640 1.109
```

---

Entry 7:
CH2NO4 | the ωB97M-V functional and the def2-TZVPD basis

HOMO level in eV: -16.6
Total energy in eV: -10732.3901
Orbital gap in eV: 10.136
Multiplicity: 1
Charge: +1
Relative energy (zero: lowest compared OMol25 entry of this formula, charge and spin) in eV: 4.2475

XYZ file:
```
8
CH2NO4 | the Open Molecules 2025 dataset | the ωB97M-V functional and the def2-TZVPD basis
O -0.410 -0.116 -0.591
O 0.168 0.640 0.351
O -0.769 -1.060 1.656
O 0.621 0.226 2.725
N -0.012 -0.307 1.983
C 0.079 0.029 -1.734
H 0.812 0.907 -1.905
H -0.489 -0.320 -2.485
```